No. 1
{"formula": "C4H4N2OS", "method": "ωB97M-V with the def2-TZVPD basis set", "elements": ["O", "C", "S", "C", "C", "N", "C", "N", "H", "H", "H", "H"], "coordinates": [[1.6120, 1.7692, -1.1424], [0.4568, 1.7565, -0.4908], [-0.4060, 3.1196, -0.2029], [0.1028, 0.4388, -0.0184], [-1.0256, -0.0032, 0.6415], [-0.9097, -1.3521, 0.6396], [0.2620, -1.6963, -0.0069], [0.9152, -0.6466, -0.3554], [1.8849, 0.8154, -1.0886], [-1.8695, 0.5616, 1.0936], [-1.5809, -2.0300, 1.0033], [0.5580, -2.7327, -0.0725]], "forces_ev_per_angstrom": [[0.05, -0.93, 0.10], [0.04, 1.33, 0.47], [0.07, -0.36, -0.13], [-0.54, -1.04, 0.37], [-0.17, 0.96, -0.06], [-0.18, -1.21, 0.01], [-0.88, -0.42, 1.20], [-0.18, 1.09, -0.61], [0.40, 0.58, -0.45], [0.88, -0.67, -0.58], [0.39, 0.56, -0.16], [0.12, 0.12, -0.16]], "nbo_charge": [-0.632, 0.225, -0.113, -0.069, -0.004, -0.515, 0.191, -0.475, 0.505, 0.254, 0.426, 0.206], "e_homo_ev": -8.50, "smiles": "OC(=S)c1c[nH]cn1", "relative_energy_kj_mol": 0.0}

---

No. 2
{"formula": "C4H4N2OS", "method": "ωB97M-V with the def2-TZVPD basis set", "elements": ["H", "N", "C", "N", "C", "C", "S", "C", "O", "H", "H", "H"], "coordinates": [[2.7031, 0.0335, -2.0003], [1.8401, -0.4137, -2.2137], [0.9891, -0.1530, -1.3132], [1.2235, 0.5924, -0.1857], [0.3466, 0.6596, 0.7366], [-0.9186, 0.0527, 0.7267], [-2.1238, 0.2103, 2.0375], [-1.1632, -0.6799, -0.3944], [-0.2913, -0.6912, -1.4067], [0.6270, 1.2261, 1.5951], [-1.2046, 0.4489, 2.9815], [-2.0278, -1.2857, -0.5633]], "forces_ev_per_angstrom": [[0.67, 0.50, 0.27], [-1.81, -0.54, -0.01], [0.35, -0.25, -0.06], [0.77, 0.35, 0.12], [0.60, 0.68, 0.21], [-1.62, -1.41, -0.75], [0.52, 0.04, -0.42], [0.77, 1.01, 0.98], [0.02, -0.66, -0.89], [0.18, 0.52, 0.68], [-0.07, -0.08, 0.11], [-0.38, -0.15, -0.24]], "nbo_charge": [0.359, -0.669, 0.629, -0.471, 0.130, -0.345, 0.045, 0.239, -0.444, 0.189, 0.130, 0.208], "e_homo_ev": -8.72, "smiles": "[H]/N=c1\\ncc(S)co1", "relative_energy_kj_mol": 134.2}

---

No. 3
{"formula": "C4H4N2OS", "method": "ωB97M-V with the def2-TZVPD basis set", "elements": ["C", "C", "C", "C", "H", "H", "H", "H", "N", "N", "O", "S"], "coordinates": [[0.4237, -0.6613, -0.0375], [-1.8571, 0.0460, 0.2398], [0.8316, 0.6606, 0.1463], [0.2080, 1.9824, -0.0848], [0.7348, -2.8108, 0.3623], [2.1506, -1.6928, -1.0829], [-1.3449, 0.9355, 0.9028], [1.7924, 1.0050, 0.5831], [1.3498, -1.6928, -0.2354], [0.0216, 3.1925, -0.3589], [-0.8671, -0.9464, -0.2497], [-3.4435, -0.0179, -0.1852]], "forces_ev_per_angstrom": [[2.25, 2.68, -1.33], [0.35, 0.54, 0.16], [0.53, 1.06, 0.55], [-0.78, 6.77, -2.39], [2.95, 4.09, -3.09], [-3.42, -0.21, 3.33], [-1.45, -2.72, -1.56], [-0.21, -1.46, -0.53], [-1.43, -3.05, 1.06], [1.01, -8.71, 2.14], [-2.42, 1.14, 1.05], [2.63, -0.13, 0.62]], "nbo_charge": [0.526, -0.036, -0.514, 0.216, 0.417, 0.473, 0.246, 0.269, -0.875, -0.326, -0.499, 0.103], "e_homo_ev": -9.05, "relative_energy_kj_mol": 558.8}

---

No. 4
{"formula": "C4H4N2S", "method": "ωB97M-V with the def2-TZVPD basis set", "elements": ["C", "N", "C", "C", "N", "C", "S", "H", "H", "H", "H"], "coordinates": [[-0.5351, -1.4505, -0.1611], [0.3728, -0.6655, -0.4733], [0.7573, 0.5571, -0.2660], [-0.1187, 1.6012, -0.3057], [-1.4477, 1.3898, -0.0818], [-2.3506, 0.5888, -0.1474], [-3.6818, -0.2748, 0.0435], [-1.1561, -1.4719, 0.7580], [-0.7572, -2.3842, -0.8350], [1.7797, 0.9400, -0.2974], [0.2943, 2.5840, -0.1721]], "forces_ev_per_angstrom": [[-1.07, -2.82, -0.09], [0.44, -2.35, -1.51], [-0.14, 3.89, 0.31], [1.07, -0.64, 1.42], [-1.93, -1.23, -0.89], [0.20, 1.45, 0.67], [0.66, 0.26, -0.30], [0.43, 0.46, -0.28], [0.57, 1.73, 1.06], [0.13, -1.10, -0.05], [-0.35, 0.35, -0.33]], "nbo_charge": [0.023, -0.419, -0.008, -0.129, -0.438, 0.241, -0.049, 0.170, 0.176, 0.219, 0.215], "e_homo_ev": -8.01, "smiles": "C=N/C=C\\N=C=S", "relative_energy_kj_mol": 254.1}

---

No. 5
{"formula": "C4H4N2S", "method": "ωB97M-V with the def2-TZVPD basis set", "elements": ["N", "C", "C", "C", "N", "H", "H", "C", "S", "H", "H"], "coordinates": [[-0.7751, -2.6504, 0.4579], [-0.9527, -1.5078, 0.3983], [-1.2273, -0.1304, 0.1706], [-1.4008, 0.8645, 1.0086], [-1.2980, 1.9676, 1.4621], [-1.2039, 0.2476, -0.8408], [-1.9084, 2.6702, 1.9271], [2.2388, -0.3680, -0.9992], [1.4454, 0.2711, -2.2596], [3.2165, -0.8524, -1.2199], [1.8654, -0.5120, -0.1051]], "forces_ev_per_angstrom": [[0.04, 0.85, 0.10], [-0.29, -0.44, 0.00], [0.03, -0.78, -0.29], [0.24, 1.04, 0.02], [-0.28, 0.97, 1.32], [-0.05, -0.28, -0.33], [0.34, -1.34, -0.79], [2.23, -0.10, -5.89], [0.28, -0.08, 0.83], [-0.55, 0.54, 0.45], [-1.99, -0.37, 4.59]], "nbo_charge": [-0.328, 0.274, -0.595, 0.517, -0.600, 0.297, 0.427, -0.411, 0.058, 0.192, 0.169], "e_homo_ev": -8.99, "smiles": "N#CC=C=N.C=S", "relative_energy_kj_mol": 337.1}

---

No. 6
{"formula": "C4H4N2S2", "method": "ωB97M-V with the def2-TZVPD basis set", "elements": ["N", "C", "C", "S", "C", "N", "C", "S", "H", "H", "H", "H"], "coordinates": [[0.9683, -2.1521, 1.4948], [0.7694, -1.0227, 1.1287], [0.5210, 0.1860, 0.3507], [2.1289, 0.1740, -0.5487], [0.3323, 1.3837, 1.0908], [-0.2244, 2.4793, 1.3278], [-0.7057, -0.0904, -0.7005], [-2.3092, -0.2087, -0.0263], [2.1363, 1.1988, -1.2545], [-0.7144, -1.1283, -1.1485], [-0.7815, 0.7871, -1.5226], [-2.1210, -1.6066, -0.1916]], "forces_ev_per_angstrom": [[-0.99, 5.69, -1.54], [0.34, -6.12, 1.93], [0.05, -1.44, -2.22], [0.93, -2.96, 1.52], [-5.32, 9.19, 1.70], [4.45, -7.90, -1.32], [0.92, 1.51, -2.00], [-1.04, -2.21, 0.83], [-0.66, 2.98, -1.65], [1.72, 1.75, -0.04], [0.95, -2.09, 1.88], [-1.37, 1.59, 0.90]], "nbo_charge": [-0.243, 0.257, -0.394, 0.095, 0.258, -0.233, -0.547, 0.048, 0.112, 0.262, 0.252, 0.132], "e_homo_ev": -9.91, "smiles": "N#CC(S)(C#N)CS", "relative_energy_kj_mol": 352.2}

---

No. 7
{"formula": "C4H4N3O4", "method": "ωB97M-V with the def2-TZVPD basis set", "elements": ["C", "C", "C", "C", "N", "N", "N", "O", "O", "O", "O", "H", "H", "H", "H"], "coordinates": [[-0.0175, -0.3744, 1.5127], [-0.0147, -0.5862, -1.5472], [-1.3534, -0.8763, -2.2397], [-0.0694, 0.9363, 1.0248], [-1.0512, -0.8989, 2.0220], [1.1790, -0.6336, -1.5123], [0.9598, 1.6385, 0.6203], [-2.3940, -0.3395, -1.9104], [1.0380, 2.8384, 0.4364], [-1.0773, -1.7095, -3.1014], [2.0534, 0.8881, 0.2929], [1.0348, -0.8454, 1.1904], [-0.8937, 1.5416, 1.1505], [-1.1539, -1.7706, 2.4701], [1.7601, 0.1915, -0.4092]], "forces_ev_per_angstrom": [[2.19, -3.13, -0.94], [4.76, -0.42, -0.58], [-1.22, -0.60, -0.54], [0.47, 1.84, -0.11], [-0.64, 2.10, 0.01], [-4.11, 0.21, 0.27], [0.36, -1.78, -0.62], [0.00, 0.64, 0.59], [-0.07, 0.64, 0.03], [0.21, -0.32, -0.37], [1.04, 0.44, 0.27], [-2.19, 0.25, 1.49], [-1.87, 0.93, 0.39], [0.96, -1.32, -0.03], [0.11, 0.52, 0.13]], "nbo_charge": [0.091, 0.283, 0.688, -0.161, -0.667, -0.510, 0.430, -0.672, -0.447, -0.663, -0.588, 0.166, 0.216, 0.355, 0.480], "e_homo_ev": -5.77, "charge": -1, "relative_energy_kj_mol": 489.3}

---

No. 8
{"formula": "C4H4N4", "method": "ωB97M-V with the def2-TZVPD basis set", "elements": ["H", "N", "C", "C", "N", "C", "N", "H", "C", "N", "H", "H"], "coordinates": [[-2.7133, 0.3076, 1.5787], [-2.1282, -0.5378, 1.5202], [-1.1885, -0.2751, 0.6021], [-0.0528, -1.2899, 0.4433], [0.9784, -1.1080, -0.2170], [1.1247, 0.3222, -0.5365], [2.2266, 0.6861, -1.0842], [2.7766, -0.0683, -1.4252], [0.1103, 1.1895, -0.5338], [-1.0526, 0.8889, -0.0647], [-0.4416, -2.2392, 0.7368], [0.3605, 2.1239, -1.0197]], "forces_ev_per_angstrom": [[-0.04, -0.31, -0.13], [2.65, 1.05, -2.82], [-0.71, -2.08, 3.64], [-4.15, -0.14, 0.24], [1.38, 2.01, -0.55], [6.41, -5.28, -1.39], [-1.49, 1.40, -0.17], [0.81, -1.11, 0.51], [-4.50, 2.66, 1.14], [-0.28, 2.54, -0.97], [0.57, -1.05, 0.50], [-0.64, 0.32, 0.01]], "nbo_charge": [0.347, -0.549, 0.300, 0.098, -0.398, 0.261, -0.514, 0.356, 0.090, -0.416, 0.200, 0.224], "e_homo_ev": -10.11, "smiles": "[H]/N=C1C=N/C(=N\\[H])C=N/1", "relative_energy_kj_mol": 216.4}

---

No. 9
{"formula": "C4H4N4", "method": "ωB97M-V with the def2-TZVPD basis set", "elements": ["H", "N", "C", "C", "N", "C", "N", "C", "N", "H", "H", "H"], "coordinates": [[0.8147, 1.5279, -0.9119], [-0.1766, 1.8234, -0.7932], [-0.7656, 0.9693, -0.1847], [-2.0451, 0.7751, 0.2403], [-3.0989, 0.5345, 0.5764], [0.2308, -0.4063, 0.3961], [1.5454, 0.0324, -0.1344], [-0.2431, -1.7383, 0.0829], [-0.4894, -2.7831, -0.3305], [0.0821, -0.0879, 1.4213], [1.9127, -0.5364, -0.9701], [2.2332, -0.1105, 0.6078]], "forces_ev_per_angstrom": [[-0.26, 0.20, 0.19], [0.80, 2.79, -1.75], [2.69, -4.63, 0.98], [-1.11, 0.79, -0.20], [-2.01, -0.56, 0.81], [-0.40, 3.19, -1.33], [0.66, -2.49, -0.26], [0.33, 0.21, -0.55], [-0.14, 0.11, 0.27], [0.62, -0.73, 0.45], [-1.14, 0.90, 1.73], [-0.05, 0.23, -0.35]], "nbo_charge": [0.391, -0.503, 0.203, 0.184, -0.215, -0.220, -0.833, 0.234, -0.274, 0.246, 0.398, 0.390], "e_homo_ev": -10.42, "smiles": "[H]/N=C(/C#N)[C@H](N)C#N", "relative_energy_kj_mol": 225.1}

---

No. 10
{"formula": "C4H4N4", "method": "ωB97M-V with the def2-TZVPD basis set", "elements": ["H", "N", "C", "C", "N", "C", "N", "H", "C", "N", "H", "H"], "coordinates": [[2.2753, 1.3528, -1.6944], [2.0663, 0.2760, -1.7177], [1.0708, 0.1972, -0.9041], [0.4980, -1.1597, -0.5558], [-0.6128, -1.3551, 0.2016], [-1.1762, -0.1591, 0.7741], [-2.0301, -0.2130, 1.7645], [-2.0900, -1.2627, 2.0249], [-0.5172, 1.1109, 0.4862], [0.4518, 1.3550, -0.3107], [1.1088, -2.1366, -0.9016], [-1.0448, 1.9943, 0.8329]], "forces_ev_per_angstrom": [[-0.19, -2.25, -0.52], [-0.83, 2.50, 1.51], [0.02, -0.58, -0.18], [-1.85, -2.02, 1.58], [3.39, 1.14, -2.01], [0.10, -1.59, 1.89], [1.82, -1.78, -1.33], [-0.44, 1.90, -0.76], [-1.07, 1.63, -1.39], [0.60, -1.38, 0.05], [-1.65, 2.47, 0.62], [0.09, -0.04, 0.55]], "nbo_charge": [0.355, -0.525, 0.273, 0.096, -0.434, 0.278, -0.524, 0.358, 0.099, -0.419, 0.232, 0.209], "e_homo_ev": -10.17, "smiles": "[H]/N=C1C=N/C(=N\\[H])C=N/1", "relative_energy_kj_mol": 190.8}